*a*
{"formula": "C5H10", "method": "wB97M-V/def2-TZVPD", "gap_ev": 10.32, "lumo_ev": 1.26, "e_homo_ev": -9.1, "species": ["C", "C", "C", "C", "C", "H", "H", "H", "H", "H", "H", "H", "H", "H", "H"], "positions_angstrom": [[0.8732, 0.1153, -0.7367], [-0.5423, -0.3649, 2.1500], [-0.3631, -0.2016, -0.3989], [1.2442, 0.0603, -2.2060], [-1.1182, 0.2050, 0.8425], [-0.6811, 0.3322, 2.9738], [0.5197, -0.5907, 2.1172], [-1.0189, -1.2864, 2.4926], [2.2682, -0.2236, -2.4365], [-1.0269, -0.6133, -1.1521], [-2.1429, -0.1665, 0.8011], [1.6424, 0.5390, -0.1008], [0.4155, -0.2206, -2.8488], [-1.3112, 1.2749, 0.9396], [1.2412, 1.1407, -2.4371]], "lowdin_charge": [-0.17, -0.12, -0.15, -0.11, -0.25, 0.06, 0.06, 0.07, 0.07, 0.10, 0.09, 0.11, 0.07, 0.10, 0.07]}

*b*
{"formula": "C5H10", "method": "wB97M-V/def2-TZVPD", "gap_ev": 12.31, "lumo_ev": 1.25, "e_homo_ev": -11.1, "species": ["C", "C", "C", "C", "C", "H", "H", "H", "H", "H", "H", "H", "H", "H", "H"], "positions_angstrom": [[-1.1663, 0.5379, -0.1320], [0.1935, 1.2493, -0.3200], [-0.8387, -0.7741, 0.5934], [1.2787, 0.1519, -0.1489], [0.5204, -1.1794, 0.0120], [1.8760, 0.3504, 0.7490], [-1.6102, -1.5386, 0.4466], [1.0605, -1.8868, 0.6507], [-1.6108, 0.3123, -1.1090], [0.3286, 2.0393, 0.4280], [0.2507, 1.7339, -1.3007], [-1.8933, 1.1499, 0.4127], [1.9770, 0.1183, -0.9919], [0.3789, -1.6632, -0.9641], [-0.7451, -0.6011, 1.6743]], "lowdin_charge": [-0.21, -0.19, -0.21, -0.20, -0.21, 0.10, 0.10, 0.10, 0.10, 0.10, 0.10, 0.10, 0.10, 0.11, 0.11]}

*c*
{"formula": "C5H10", "method": "wB97M-V/def2-TZVPD", "gap_ev": 9.86, "lumo_ev": 1.17, "e_homo_ev": -8.7, "species": ["C", "C", "C", "C", "C", "H", "H", "H", "H", "H", "H", "H", "H", "H", "H"], "positions_angstrom": [[-1.1883, 0.6935, -0.8608], [-1.6977, 0.0692, 0.3956], [1.1493, -1.0305, 0.1420], [-0.9085, -0.6013, -0.6781], [1.7861, 0.0960, 0.5748], [0.0719, 1.5248, -0.3156], [-1.5118, 1.3821, -1.6281], [0.7829, 1.4231, 0.0973], [-2.7633, -0.1390, 0.5155], [1.4508, -1.4891, -0.7949], [-0.9262, -1.5291, -1.2275], [0.6316, -1.6695, 0.8497], [2.5708, 0.5527, -0.0222], [1.7406, 0.3976, 1.6176], [-1.1884, 0.3195, 1.3347]], "lowdin_charge": [-0.18, -0.16, -0.14, -0.18, -0.15, 0.08, 0.10, 0.09, 0.09, 0.07, 0.11, 0.08, 0.06, 0.06, 0.08]}

*d*
{"formula": "C5H10", "method": "wB97M-V/def2-TZVPD", "gap_ev": 11.10, "lumo_ev": 1.14, "e_homo_ev": -10.0, "species": ["C", "C", "C", "C", "C", "H", "H", "H", "H", "H", "H", "H", "H", "H", "H"], "positions_angstrom": [[1.0580, -0.1195, -0.9698], [-1.5232, 0.1470, -0.5208], [0.0655, -0.8442, 1.3075], [0.9135, 1.1023, -0.1188], [-0.0511, 0.0099, 0.0363], [-0.2067, -0.2314, 2.2421], [1.9062, -0.7357, -0.7393], [0.7705, -0.0474, -1.9904], [-0.6826, -1.7205, 1.1651], [-1.9328, -0.8720, -0.7022], [1.6315, 1.2810, 0.6674], [-1.4386, 0.7376, -1.4370], [1.0879, -1.3772, 1.3791], [0.5158, 2.0406, -0.5549], [-2.1136, 0.6295, 0.2358]], "lowdin_charge": [-0.10, -0.03, -0.07, -0.13, -0.56, 0.10, 0.09, 0.09, 0.09, 0.08, 0.10, 0.07, 0.10, 0.11, 0.06]}

Relative energies, unit kJ/mol: *a* 126.7; *b* 0.0; *c* 571.5; *d* 115.0

*a*
{"formula": "C5H10", "method": "wB97M-V/def2-TZVPD", "gap_ev": 10.97, "lumo_ev": 1.28, "e_homo_ev": -9.7, "species": ["C", "C", "C", "C", "C", "H", "H", "H", "H", "H", "H", "H", "H", "H", "H"], "positions_angstrom": [[1.1503, 1.2664, -0.3863], [-1.1604, -1.9349, 0.6152], [1.8755, 0.1526, -0.3266], [-1.2465, -0.8831, 1.4212], [-0.1580, 1.4014, -1.1086], [-0.4210, -0.1814, 1.5198], [2.8203, 0.1114, 0.2085], [1.5172, 2.1619, 0.1175], [-0.0814, 2.1345, -1.9212], [-2.1394, -0.6852, 2.0097], [-0.4797, 0.4446, -1.5313], [-0.9470, 1.7511, -0.4318], [1.5511, -0.7617, -0.8216], [-1.9760, -2.6456, 0.5048], [-0.2625, -2.1294, 0.0324]], "lowdin_charge": [-0.26, -0.08, -0.03, -0.08, -0.12, 0.03, 0.05, 0.09, 0.07, 0.05, 0.07, 0.07, 0.05, 0.04, 0.03]}

*b*
{"formula": "C5H10", "method": "wB97M-V/def2-TZVPD", "gap_ev": 9.87, "lumo_ev": 1.11, "e_homo_ev": -8.8, "species": ["C", "C", "C", "C", "C", "H", "H", "H", "H", "H", "H", "H", "H", "H", "H"], "positions_angstrom": [[0.5279, 0.1342, 0.2530], [0.9174, 1.4600, -0.1365], [1.4277, -1.1059, -0.1434], [-1.8919, -0.2022, -0.5591], [-0.8395, -0.0947, 0.7227], [2.4715, -0.7403, -0.4853], [-1.7028, 0.6725, -1.2765], [1.0393, -1.6484, -1.0194], [1.6172, -1.8866, 0.6684], [1.9214, 1.6899, -0.6091], [-2.8273, -0.1487, -0.0423], [-1.5086, -1.1102, -1.0343], [0.2104, 2.3059, 0.0442], [-1.1152, 0.7451, 1.4899], [-0.9553, -1.0275, 1.4445]], "lowdin_charge": [-0.39, 0.03, -0.08, -0.07, -0.27, 0.09, 0.09, 0.06, 0.08, 0.06, 0.04, 0.06, 0.06, 0.12, 0.13]}

*c*
{"formula": "C5H10", "method": "wB97M-V/def2-TZVPD", "gap_ev": 11.88, "lumo_ev": 1.29, "e_homo_ev": -10.6, "species": ["C", "C", "C", "C", "C", "H", "H", "H", "H", "H", "H", "H", "H", "H", "H"], "positions_angstrom": [[-0.3019, -1.1297, 0.2830], [-0.0853, 0.4037, 0.4864], [-0.8847, -0.7266, -1.1348], [-0.0180, 0.5363, -1.0431], [1.1180, 0.8021, 1.3104], [-0.3975, 1.4932, -1.5052], [-0.9400, 1.0107, 0.9372], [0.6636, -1.7006, 0.1216], [-1.9646, -0.4086, -1.1074], [1.0345, 0.5831, -1.3388], [0.9306, 0.7335, 2.3981], [1.3499, 1.9202, 1.0534], [-0.9763, -1.7766, 0.9584], [-0.7061, -1.3613, -1.9899], [2.0376, 0.1907, 1.0612]], "lowdin_charge": [-0.15, -0.42, -0.18, -0.20, -0.11, 0.11, 0.15, 0.12, 0.12, 0.10, 0.07, 0.10, 0.12, 0.08, 0.08]}

Relative energies, unit kJ/mol: *a* 36.6; *b* 60.7; *c* 0.0

*a*
{"formula": "C5H10", "method": "wB97M-V/def2-TZVPD", "gap_ev": 10.89, "lumo_ev": 1.29, "e_homo_ev": -9.6, "species": ["C", "C", "C", "C", "C", "H", "H", "H", "H", "H", "H", "H", "H", "H", "H"], "positions_angstrom": [[0.2173, -1.9685, 0.3166], [-0.9820, 1.2388, 0.0049], [-0.6664, 0.8014, -1.3966], [-0.0757, 1.5835, 0.9154], [1.4196, -1.5151, 0.6497], [1.5324, -0.6725, 1.3276], [-1.2507, -0.0831, -1.6769], [-0.9138, 1.5924, -2.1155], [-2.0388, 1.2781, 0.2723], [0.9889, 1.5594, 0.6880], [-0.6846, -1.5040, 0.7091], [2.3332, -1.9552, 0.2585], [0.0842, -2.8058, -0.3636], [-0.3568, 1.8996, 1.9164], [0.3931, 0.5511, -1.5059]], "lowdin_charge": [-0.09, -0.26, -0.13, -0.04, -0.08, 0.03, 0.07, 0.07, 0.09, 0.06, 0.05, 0.05, 0.05, 0.05, 0.07]}

*b*
{"formula": "C5H10", "method": "wB97M-V/def2-TZVPD", "gap_ev": 10.18, "lumo_ev": 1.04, "e_homo_ev": -9.1, "species": ["C", "C", "C", "C", "C", "H", "H", "H", "H", "H", "H", "H", "H", "H", "H"], "positions_angstrom": [[0.1809, 0.7044, -0.2750], [0.2390, 1.6725, -1.2060], [-0.8229, -0.3823, -0.4013], [-0.4388, -1.8399, 0.1585], [0.9457, 0.7282, 1.0738], [-0.0811, -1.7683, 1.2182], [-1.3110, -0.3878, -1.4212], [-1.7603, -0.0975, 0.2357], [1.3915, 1.7479, 1.1533], [1.8534, -0.0087, 0.9431], [0.3482, -2.4223, -0.5479], [0.8574, 2.6346, -1.1114], [-0.3928, 1.5160, -2.1024], [0.3367, 0.3752, 2.0826], [-1.3458, -2.4720, 0.2000]], "lowdin_charge": [-0.43, 0.01, -0.26, -0.12, -0.09, 0.05, 0.11, 0.14, 0.06, 0.10, 0.11, 0.08, 0.06, 0.13, 0.05]}

*c*
{"formula": "C5H10", "method": "wB97M-V/def2-TZVPD", "gap_ev": 7.40, "lumo_ev": 0.04, "e_homo_ev": -7.4, "species": ["C", "C", "C", "C", "C", "H", "H", "H", "H", "H", "H", "H", "H", "H", "H"], "positions_angstrom": [[-6.5993, 2.7603, -0.4006], [-6.2236, 3.8728, -1.0081], [3.9691, -1.7017, 0.4182], [3.5408, -3.1262, 0.3659], [5.3008, -1.2841, 0.5684], [5.7451, -0.8966, -0.3498], [2.7039, -3.4504, 0.9900], [4.4005, -3.7053, 0.7222], [5.9239, -1.2277, 1.4555], [-5.9556, 4.7031, -0.3696], [-5.8954, 3.8802, -2.0391], [-6.5722, 2.6043, 0.6774], [-7.0017, 1.8264, -0.7856], [3.3031, -0.8346, 0.4225], [3.3607, -3.4205, -0.6672]], "lowdin_charge": [-0.09, -0.08, -0.23, -0.13, -0.04, 0.04, 0.06, 0.07, 0.04, 0.04, 0.05, 0.04, 0.04, 0.09, 0.08]}

Relative energies, unit kJ/mol: *a* 7.8; *b* 0.0; *c* 357.9

*a*
{"formula": "C3H8N3S", "method": "wB97M-V/def2-TZVPD", "gap_ev": [5.82, 5.80], "lumo_ev": [-7.40, -7.40], "e_homo_ev": [-13.2, -13.2], "charge": 1, "species": ["S", "N", "N", "N", "C", "C", "C", "H", "H", "H", "H", "H", "H", "H", "H"], "positions_angstrom": [[0.4882, -2.1529, -1.0837], [-0.5123, 0.5277, -1.1583], [-0.3720, 0.6114, 0.1135], [-0.0999, 0.0580, 2.2870], [-0.0809, -0.2509, 0.9979], [0.2357, -1.7384, 0.6240], [0.0351, 1.6578, -1.8700], [-0.3077, 0.9571, 2.5510], [-0.4909, -2.4002, 1.1250], [1.2465, -1.8921, 1.1829], [-0.7031, -0.3917, -1.6059], [0.1512, 1.2795, -2.9738], [-0.7450, 2.2936, -1.6875], [0.9553, 1.9701, -1.4964], [0.1998, -0.5291, 2.9944]], "lowdin_charge": [0.73, -0.02, 0.10, 0.24, -0.35, -0.54, 0.02, 0.11, 0.10, 0.11, 0.06, 0.16, 0.08, 0.08, 0.11]}

*b*
{"formula": "C3H8N3S", "method": "wB97M-V/def2-TZVPD", "gap_ev": 10.50, "lumo_ev": -3.79, "e_homo_ev": -14.3, "charge": 1, "species": ["S", "N", "N", "N", "C", "C", "C", "H", "H", "H", "H", "H", "H", "H", "H"], "positions_angstrom": [[-2.5470, -0.4390, -0.2636], [0.1481, -1.5661, -0.0575], [-1.2238, 1.6916, 0.6735], [0.1631, -0.1871, 0.4272], [0.3571, 0.7131, -0.7310], [-1.2008, 0.2490, 0.9108], [-0.3351, 1.9973, -0.1993], [0.6388, -1.5378, -1.0666], [-1.4853, 0.1493, 1.9466], [-0.9304, -1.7434, -0.1854], [1.3878, 1.0533, -0.7470], [0.1078, 0.2553, -1.7017], [-3.4582, -0.6087, 0.6814], [0.7794, -2.1251, 0.5496], [-0.3129, 2.9869, -0.7582]], "lowdin_charge": [0.84, 0.14, 0.03, -0.13, -0.15, -0.52, -0.08, 0.22, 0.12, 0.07, 0.12, 0.13, -0.11, 0.19, 0.16]}

Relative energies, unit kJ/mol: *a* 113.2; *b* 0.0

*a*
{"formula": "C7H11NO2S", "method": "wB97M-V/def2-TZVPD", "gap_ev": [7.48, 7.87], "lumo_ev": [-0.29, 0.35], "e_homo_ev": [-7.8, -7.5], "species": ["S", "O", "O", "N", "C", "C", "C", "C", "C", "C", "C", "H", "H", "H", "H", "H", "H", "H", "H", "H", "H", "H"], "positions_angstrom": [[-1.1776, 1.4892, 0.0386], [-0.1168, -2.2323, -0.0246], [-1.2352, 1.8452, -1.3856], [-1.8917, -0.1043, 0.3108], [1.7413, 0.3383, 0.5472], [-0.6544, -1.6160, -1.1892], [2.9056, 2.6110, -0.3248], [2.3602, 1.3291, 0.1179], [-2.0369, -0.9070, -0.8872], [-1.4178, -0.6653, 1.5758], [-0.1896, -1.5724, 1.2065], [3.6598, 3.0502, 0.3868], [1.4158, -0.5946, 1.1668], [0.0463, -0.7281, -1.2280], [-0.5824, -2.1997, -2.1245], [-0.9878, 0.1220, 2.2077], [3.5450, 2.1888, -1.1712], [2.1262, 3.2894, -0.8294], [-2.4048, -0.2327, -1.6891], [-2.9304, -1.6638, -0.7289], [-2.1132, -1.3488, 2.0493], [-0.0616, -2.3984, 1.9750]], "lowdin_charge": [0.93, -0.13, -0.55, -0.40, 0.04, -0.15, -0.13, -0.22, -0.20, -0.20, -0.16, 0.09, 0.05, 0.11, 0.13, 0.10, 0.09, 0.10, 0.11, 0.15, 0.11, 0.13]}

*b*
{"formula": "C7H11NO2S", "method": "wB97M-V/def2-TZVPD", "gap_ev": 8.49, "lumo_ev": 0.55, "e_homo_ev": -7.9, "species": ["S", "O", "O", "N", "C", "C", "C", "C", "C", "C", "C", "H", "H", "H", "H", "H", "H", "H", "H", "H", "H", "H"], "positions_angstrom": [[2.9439, -0.1853, 0.2098], [-0.2636, 3.0947, 0.1490], [-2.2999, 0.1303, -0.3303], [1.3985, 0.3476, 0.0109], [-0.8198, 2.0659, 0.0312], [0.3157, -0.2033, 0.2511], [3.7492, 1.3167, -0.4206], [-0.0560, -2.5380, -0.4239], [-0.1105, -1.5313, 0.7295], [-1.1569, 0.8533, -0.2287], [-3.4521, 0.7662, 0.1771], [-3.3386, 1.0165, 1.2383], [0.5877, -1.8389, 1.5158], [-1.1206, -1.4874, 1.1366], [-0.3266, -3.5278, -0.0656], [0.9501, -2.5777, -0.8366], [4.7110, 1.4203, 0.0723], [-0.7471, -2.2457, -1.2099], [-3.6754, 1.6831, -0.3805], [3.8828, 1.2333, -1.4945], [-4.2695, 0.0576, 0.0507], [3.0977, 2.1500, -0.1816]], "lowdin_charge": [0.84, 0.15, -0.14, -0.31, -0.20, -0.25, -0.37, -0.08, -0.21, -0.17, -0.08, 0.10, 0.12, 0.11, 0.07, 0.07, 0.03, 0.08, 0.10, 0.03, 0.09, 0.03]}

Relative energies, unit kJ/mol: *a* 332.2; *b* 0.0

*a*
{"formula": "C7H11NO2S", "method": "wB97M-V/def2-TZVPD", "gap_ev": 8.22, "lumo_ev": 0.23, "e_homo_ev": -8.0, "species": ["S", "O", "O", "N", "C", "C", "C", "C", "C", "C", "C", "H", "H", "H", "H", "H", "H", "H", "H", "H", "H", "H"], "positions_angstrom": [[-1.0145, -0.4622, 0.7184], [-1.3570, 0.5415, 1.6999], [2.5968, 1.0797, -0.2871], [2.8963, -0.2333, -0.2682], [-3.2070, 0.1679, -0.6757], [1.8473, -1.0029, 0.0864], [0.7564, 2.7366, 0.0937], [1.4175, 1.4479, 0.0005], [-1.7510, -0.1839, -0.7718], [0.6778, -0.4033, 0.3853], [2.1067, -2.4774, 0.1321], [-3.8766, -0.6915, -0.5728], [1.4811, 3.5459, 0.1832], [-3.4968, 0.7121, -1.5735], [0.1421, 2.8931, -0.7954], [-3.3426, 0.8226, 0.1823], [1.9608, -2.8491, 1.1442], [-0.9649, -1.7108, 1.5267], [-1.5011, -0.9940, -1.4481], [0.0836, 2.7289, 0.9506], [3.1280, -2.6705, -0.1808], [1.4173, -2.9971, -0.5301]], "lowdin_charge": [0.73, -0.42, 0.02, 0.06, -0.19, -0.42, -0.02, -0.07, -0.38, -0.14, -0.02, 0.07, 0.10, 0.07, 0.10, 0.06, 0.08, 0.08, 0.05, 0.09, 0.08, 0.08]}

*b*
{"formula": "C7H11NO2S", "method": "wB97M-V/def2-TZVPD", "gap_ev": 10.14, "lumo_ev": 0.69, "e_homo_ev": -9.4, "species": ["S", "O", "O", "N", "C", "C", "C", "C", "C", "C", "C", "H", "H", "H", "H", "H", "H", "H", "H", "H", "H", "H"], "positions_angstrom": [[-0.2887, 0.4472, -2.2096], [-1.8659, 0.5361, -1.8168], [-0.1217, 1.0529, -3.4850], [0.2245, -0.9791, -1.9850], [-0.0363, -0.8211, 1.0242], [-0.2390, -2.0750, 1.8418], [0.7089, -0.9357, -0.5118], [1.5202, 0.3849, -0.4519], [-0.5496, 1.5667, 0.5539], [-0.5168, 0.3380, 1.4114], [0.4202, 1.4389, -0.6855], [-0.2564, 2.4869, 1.2747], [-1.5086, 1.7897, 0.0791], [-1.1106, 0.4577, 2.3793], [0.7954, -2.2753, 2.1138], [2.1620, 0.4172, -1.2977], [1.3259, -1.8383, -0.4420], [-1.9191, -0.2964, -1.3302], [0.7048, 2.3880, -1.0690], [-0.7344, -1.7052, 2.7606], [2.1381, 0.3539, 0.4322], [-0.8530, -2.7321, 1.4138]], "lowdin_charge": [0.73, -0.19, -0.28, -0.17, -0.21, -0.04, -0.25, -0.19, -0.17, -0.12, -0.23, 0.16, 0.09, 0.14, 0.09, 0.10, 0.12, 0.07, 0.11, 0.09, 0.12, 0.03]}

Relative energies, unit kJ/mol: *a* 437.5; *b* 0.0